Formula: C7H9NO2
Source: OMol25
Level of theory: ωB97M-V/def2-TZVPD

Geometry as XYZ:
```
19
Properties=species:S:1:pos:R:3:forces:R:3
C -1.23661 -0.34408 -0.23208 -3.0253 0.0901 0.2694
C 1.94998 0.09455 -0.17799 -0.1894 2.6652 0.4197
C -2.56201 -0.56516 0.01554 3.0735 0.0606 -0.1276
C -0.48933 -0.41499 -1.45469 1.7554 -0.0246 0.6358
C 0.24218 1.50769 0.76557 0.1828 -0.3548 -1.2085
C -0.24163 0.03101 0.80209 -1.0521 0.0117 0.5348
C 0.90779 -0.84184 0.36228 0.1736 1.1415 -1.7999
N 1.56484 1.50542 0.04897 -2.1543 -2.6597 1.3572
O 2.97892 -0.14263 -0.72944 1.1600 -1.1761 -0.6356
O 1.04129 -2.15337 0.71187 0.3959 0.2385 -0.8175
H -2.87426 -0.44545 1.02000 -0.5359 0.0614 0.8165
H -3.22773 -0.98529 -0.68405 -0.6579 -0.2033 -0.8430
H -0.41260 -1.19072 -2.16562 -0.5900 -0.7472 -0.7305
H -0.07273 0.53401 -1.73323 0.4407 0.1981 -0.2839
H -0.56817 2.08744 0.30980 0.3842 0.0559 -0.5483
H 0.26259 1.89143 1.75977 0.6834 0.2371 0.9067
H -0.76887 -0.18501 1.71019 0.5474 -0.1281 1.1911
H 1.92635 2.33863 -0.41599 0.0110 -0.9815 0.0550
H 1.58001 -2.72164 0.08700 -0.6029 1.5153 0.8087
```
Positions in Å, forces in eV/Å.

Its net charge is 0. As for the maximum force: 0.0716 Eh/bohr. For the HOMO-LUMO gap (alpha / beta), the calculation gives 7.788 / 7.902 eV.

=====

Formula: C11H14Cl2FN2O3P
Source: OMol25
Level of theory: ωB97M-V/def2-TZVPD

Geometry as XYZ:
```
34
Properties=species:S:1:pos:R:3:forces:R:3
C 2.54907 -0.00352 -0.31874 0.0592 0.0495 0.1872
C 1.91645 -0.25151 1.02921 -0.1250 0.2825 0.2370
O 1.09026 0.90232 1.32423 0.4259 -0.0352 0.0667
P 0.33014 0.88919 2.74613 -0.5279 -0.5063 0.4029
C -0.94425 -0.33491 2.47000 0.4803 0.8840 -0.5388
C -1.15116 -1.33844 3.39409 -0.6490 -2.0054 1.9511
N -1.35790 -2.17887 4.19759 0.4400 1.4387 -1.6058
O 1.19049 0.69809 3.93632 -0.4444 0.0025 -0.9278
O -0.42511 2.31327 2.70740 0.3488 -0.0467 -0.5537
C -0.03765 3.39052 1.82002 0.0681 -0.2099 0.1085
C -0.81629 4.63116 2.18414 -0.0671 0.0831 0.2114
H 3.11891 -0.88767 -0.60172 0.0962 0.0085 -0.1508
H 1.78009 0.19677 -1.07083 0.1160 -0.0471 0.0814
H 3.22242 0.85636 -0.25867 -0.0713 -0.1106 -0.1338
H 1.29157 -1.15654 1.01639 0.0455 0.2747 0.0668
H 2.66974 -0.35494 1.82580 -0.2134 0.0053 -0.2649
H -1.75255 -0.09131 1.78978 0.0397 0.0668 0.1416
H 1.04122 3.58485 1.91225 -0.2652 -0.1777 -0.0789
H -0.26443 3.09354 0.78833 0.1532 -0.0160 0.1738
H -0.61930 5.41007 1.44771 0.0184 0.0317 -0.0561
H -1.89004 4.44128 2.20283 0.0338 -0.0693 -0.0373
H -0.52304 5.01670 3.16214 -0.0113 -0.0990 -0.0177
Cl -0.57701 0.58553 -2.75383 -0.1194 -0.2486 0.2048
C -0.75063 -1.09434 -3.01444 -0.0426 -0.3386 0.6466
N -0.98182 -1.90984 -1.95243 0.0014 -0.8305 -2.1728
F -0.92472 -1.34812 -0.51603 0.1610 0.1205 0.6889
C -1.09092 -3.24987 -2.15410 0.0813 0.6978 0.2743
Cl -1.34826 -4.27444 -0.81616 0.0120 0.3372 0.0206
C -1.00383 -3.78761 -3.43401 0.0355 -0.2025 -0.3211
C -0.78591 -2.97511 -4.54614 -0.0660 0.3707 1.0034
C -0.65728 -1.60808 -4.30301 0.0619 -0.0137 -0.3504
H -1.10764 -4.86309 -3.54232 -0.0041 0.1817 0.1137
H -0.71363 -3.38915 -5.55468 -0.0235 0.1747 0.4218
H -0.47697 -0.91231 -5.11725 -0.0480 -0.0526 0.2072
```
Positions in Å, forces in eV/Å.

Its net charge is 0. As for the maximum force: 0.0559 Eh/bohr. For the HOMO-LUMO gap, the calculation gives 3.849 eV.

=====

Formula: C30H51As3ClGeN3O8SeTl
Source: OMol25
Level of theory: ωB97M-V/def2-TZVPD

Geometry as XYZ:
```
99
Properties=species:S:1:pos:R:3:forces:R:3
Tl 0.59140 1.15210 2.19958 -0.4901 -0.8195 -0.3535
O -3.59329 2.31390 3.96253 1.3574 -0.6525 0.0962
C -2.31845 2.38911 3.42389 1.1139 0.0057 1.6590
O -1.36399 1.93144 4.05912 -1.8310 0.8541 -1.3317
C -2.20680 3.17158 2.14668 0.0488 -0.0738 0.4440
C -3.36319 3.76699 1.58843 1.7576 -0.5046 -0.5064
C -3.09972 4.59325 0.50151 0.1820 1.1272 0.1749
C -1.77637 4.92287 0.09403 -0.8006 -1.8494 1.0226
C -0.76267 4.06138 0.57151 -1.1236 1.2341 0.1156
N -0.94606 3.27162 1.65108 -1.0842 0.3980 -0.5257
C 0.55933 4.16831 -0.11899 3.9126 -1.9184 1.4765
O 0.62656 4.91851 -1.22174 -0.1587 -0.0209 0.2263
O 1.59460 3.61682 0.30234 -2.9438 1.5053 -0.6097
H -3.41727 1.80693 4.79805 -0.3904 0.5379 -0.8705
H -4.35153 3.56504 2.00482 0.3718 0.1116 -0.3106
H -3.93549 5.09064 0.03281 -0.0376 0.2302 -0.0845
H -1.52124 5.77727 -0.52303 -0.3278 -0.4093 -0.2764
H -0.14032 4.71521 -1.81243 -0.1163 0.2092 -0.0727
C -2.59901 -0.57150 -1.65598 -0.1480 -2.6127 0.2862
As -2.38599 -1.76144 0.01001 1.1719 1.4580 1.1368
C -4.17711 -2.12807 0.77766 -0.1370 0.3197 -0.8836
C -1.81891 -3.43561 -0.87748 0.1599 -0.0567 0.2032
C -1.18952 -4.57393 0.08239 -0.5138 2.1755 0.0218
C -0.13463 -3.79805 0.98816 -0.3745 -1.4754 1.8225
C -2.46273 -5.19375 0.86108 1.2129 0.6301 0.9501
As -2.54132 -4.68098 2.84241 0.2023 -0.0580 0.2270
C -4.44022 -5.18023 3.23247 0.8236 0.3080 -1.5634
C -1.50200 -6.26071 3.72627 0.1886 2.8795 -0.9744
C -0.37568 -5.64229 -0.67070 -1.2885 -0.5837 -2.6722
As 1.22525 -5.38469 -1.88382 -0.1086 0.6244 0.3613
C 2.15860 -3.97781 -0.83837 0.2649 0.7491 -1.7314
C 0.64605 -4.17775 -3.38842 -1.4234 0.9976 1.8726
H -1.57879 -0.24493 -1.88520 -0.4766 0.4304 0.3652
H -3.36692 0.17898 -1.44548 0.3597 -0.0873 -0.4000
H -2.84146 -1.32946 -2.44925 -0.3600 1.0831 0.3353
H -4.12716 -2.39620 1.83081 0.3213 -0.2478 -0.1133
H -4.63456 -2.89098 0.16444 -0.5119 -0.3954 0.1225
H -4.79897 -1.23458 0.73137 0.0366 0.1293 -0.1683
H -1.06701 -2.92418 -1.52567 -0.3649 -0.9757 0.1050
H -2.72665 -3.73673 -1.42953 0.6759 -0.4484 -0.2126
H -0.53558 -3.35429 1.91621 -0.4285 -0.1951 -0.5032
H 0.29198 -2.92938 0.51396 0.3958 -0.1377 -0.4685
H 0.64834 -4.51611 1.42033 -0.8585 0.9262 -0.9752
H -2.33903 -6.24941 0.94232 -0.0051 -1.0176 -0.2709
H -3.45435 -4.99193 0.42485 0.5775 0.1437 -0.0544
H -4.72350 -5.91808 2.49897 -0.3217 -0.5759 0.0494
H -5.09685 -4.33662 3.09474 -0.0072 0.5274 -0.1757
H -4.56610 -5.49781 4.22517 -0.0045 -0.7343 1.2948
H -0.89810 -5.76745 4.51100 -0.8082 -0.6600 0.0989
H -0.78167 -6.55384 2.99731 0.4643 -0.4506 -0.7401
H -2.15926 -7.05036 3.94290 -0.6334 -0.9895 0.8116
H -1.02054 -6.26780 -1.38717 0.4083 0.8331 1.0187
H 0.10031 -6.39033 -0.06811 -0.0638 -0.2870 1.0757
H 2.28271 -4.10646 0.20579 -0.1999 -0.3623 0.8004
H 1.79111 -2.97055 -1.06909 -0.5523 -0.3554 0.4136
H 3.14556 -3.87212 -1.23706 0.9871 -0.4209 -0.4154
H -0.39962 -4.38783 -3.75557 1.1157 0.1811 0.4655
H 1.32271 -4.11120 -4.20912 0.6332 -0.3987 -0.5369
H 0.69094 -3.18345 -2.85654 -0.4524 -0.7901 -0.9939
C 0.29982 5.41819 -5.91848 0.9886 -0.7096 0.9967
N 0.92045 4.25994 -5.23399 0.6521 -1.3351 0.3099
C 0.41322 3.63258 -4.10488 0.9120 -1.0074 -0.9381
Se -1.28177 3.93132 -3.45566 -0.2116 0.0900 0.1832
N 1.25015 2.58592 -3.75694 -0.0966 0.6002 -0.6176
C 2.25984 2.49608 -4.76686 -1.0582 0.3003 1.0807
C 3.26556 1.57478 -4.91397 0.2244 0.5922 -0.9044
C 4.04699 1.73859 -6.06107 0.2496 -0.1600 0.1891
C 3.85708 2.73471 -7.03062 0.2992 0.2477 -0.7901
C 2.83507 3.68425 -6.86336 -0.3048 -0.8624 0.0020
C 2.06131 3.51802 -5.71021 -1.2856 0.9613 0.8234
H -0.71901 5.43849 -5.50217 0.3407 0.4486 -0.3339
H 0.28953 5.15968 -6.99155 0.0244 0.6113 0.4145
H 0.92502 6.32182 -5.62465 -1.0443 -0.8853 -0.7926
H 1.11522 1.92998 -2.89715 0.0651 1.5514 -1.6028
H 3.41530 0.78755 -4.20207 0.1220 -0.2488 0.2021
H 4.84660 1.03142 -6.16176 0.3428 -0.1904 -0.3599
H 4.50168 2.76567 -7.97390 -0.9680 -0.1089 1.5711
H 2.53354 4.35190 -7.68101 0.3511 -0.0237 0.6277
C 4.54533 2.11941 5.67623 1.9939 1.0680 -0.4228
Ge 2.84562 2.14505 4.76231 0.5886 0.2989 -3.2746
C 1.78636 0.94290 5.75500 -0.6834 -1.0119 2.1219
C 2.22121 4.01486 4.78913 2.1267 -0.2748 -1.3542
C 2.73769 1.64354 2.83048 -0.2103 2.1844 0.7586
H 5.23476 1.25685 5.46976 -0.8931 0.6001 0.4427
H 4.33140 2.27922 6.74125 0.3547 -0.3229 -0.0587
H 5.12487 3.03941 5.32644 -0.6427 -1.0642 0.4575
H 2.13671 -0.08500 5.57937 -0.4278 0.1699 -0.5141
H 0.70224 1.06874 5.57493 0.5163 -0.3639 0.1557
H 2.01970 1.01679 6.85773 -0.5382 0.3868 -0.8813
H 1.37178 4.06349 4.15588 -1.2439 0.0964 -0.1004
H 2.98090 4.68024 4.25175 -0.7480 -0.8396 1.2067
H 2.07989 4.19915 5.82352 -0.4179 1.0165 0.8067
H 3.12146 0.75065 2.43231 0.9180 -1.4841 -0.0459
H 2.95752 2.42780 2.06417 0.0606 -0.2314 0.9276
O 2.68517 0.10431 -1.79886 0.8713 0.7901 -0.9959
Cl 1.38609 -0.08020 -1.26542 -2.1863 0.1378 2.5253
O 0.60043 -0.91319 -2.17711 0.5259 0.3065 0.6422
O 0.63463 1.19038 -1.03481 1.1967 -0.9043 -1.5353
O 1.52485 -0.65838 0.06799 -0.1606 -0.4744 -1.1811
```
Positions in Å, forces in eV/Å.

Its net charge is -1. As for the maximum force: 0.0895 Eh/bohr. For the HOMO-LUMO gap (alpha / beta), the calculation gives 4.578 / 4.576 eV.

=====

Formula: C25H25BrCrF6N3O5S8
Source: OMol25
Level of theory: ωB97M-V/def2-TZVPD

Geometry as XYZ:
```
74
Properties=species:S:1:pos:R:3:forces:R:3
Cr 2.30668 -0.31981 -0.13031 -0.2143 -0.5371 0.3323
S 4.98387 -2.82866 2.44534 -0.0897 0.0758 -0.0671
C 4.06546 -1.82192 1.50712 0.1599 -0.0755 0.0708
S 2.66637 -0.92899 2.03780 0.0051 0.1001 -0.1529
S 4.31023 -1.47306 -0.16913 -0.0084 0.0302 -0.0483
C -5.03369 -1.60917 -1.04315 -0.0261 -0.0070 -0.0034
C -4.14957 -2.81356 -1.36535 0.0164 0.0402 0.0012
C -4.58246 -3.98124 -0.46979 0.0017 -0.0118 0.0073
C -4.37892 -3.19598 -2.83378 -0.0001 0.0125 -0.0045
C -2.66957 -2.51184 -1.13588 0.0223 0.0338 0.0325
C -2.21416 -1.29478 -0.65490 0.0657 -0.1561 -0.0680
C -0.85439 -1.10394 -0.46964 -0.1004 -0.0502 0.0237
Br -0.22402 0.55483 0.17294 -0.0488 0.2994 0.0541
C 0.10260 -2.07299 -0.74919 0.1067 -0.1204 -0.0682
O 1.39282 -1.86786 -0.55871 -0.0838 0.1498 0.0048
C -0.35022 -3.32390 -1.23218 -0.0485 -0.0348 -0.0363
C -1.71375 -3.49648 -1.40846 0.0103 -0.0181 0.0074
C 0.66126 -4.42903 -1.54425 -0.0191 0.0494 -0.0014
C 1.63623 -3.95377 -2.63296 -0.0023 -0.0116 -0.0099
C 1.44444 -4.80207 -0.27606 0.0045 -0.0121 0.0209
C -0.02724 -5.69598 -2.05673 0.0224 -0.0336 -0.0054
H -6.08008 -1.86291 -1.22950 -0.0052 -0.0010 -0.0038
H -4.77964 -0.74905 -1.66375 0.0067 0.0173 -0.0225
H -4.94309 -1.31171 0.00239 0.0103 -0.0041 0.0270
H -5.64732 -4.19076 -0.60305 -0.0248 -0.0169 -0.0106
H -4.40500 -3.74645 0.58057 -0.0028 0.0197 0.0226
H -4.02515 -4.88829 -0.70590 0.0120 -0.0180 -0.0016
H -5.43929 -3.39048 -3.01659 -0.0232 -0.0121 0.0000
H -3.81958 -4.09211 -3.10360 0.0146 -0.0127 -0.0055
H -4.05597 -2.39004 -3.49424 -0.0006 0.0214 -0.0079
H -2.88718 -0.48316 -0.42453 -0.0235 0.0410 0.0198
H -2.06344 -4.45116 -1.77669 -0.0108 -0.0110 -0.0099
H 2.20282 -3.08602 -2.30522 0.0122 0.0092 0.0117
H 1.09450 -3.69319 -3.54572 -0.0106 -0.0044 -0.0127
H 2.34118 -4.75609 -2.86782 0.0078 -0.0061 -0.0055
H 2.03758 -3.96858 0.09253 -0.0001 0.0077 -0.0055
H 2.11932 -5.63363 -0.49591 0.0195 -0.0053 0.0072
H 0.76109 -5.11693 0.51634 -0.0112 -0.0181 0.0028
H -0.58420 -5.51682 -2.97916 -0.0008 0.0174 -0.0253
H -0.71140 -6.11790 -1.31708 -0.0062 -0.0018 0.0277
H 0.73680 -6.44686 -2.26913 -0.0037 -0.0072 -0.0025
F 3.87786 1.32372 -4.41481 -0.0882 0.0098 -0.0141
C 2.55743 1.47855 -4.46476 0.1438 0.0442 -0.1137
F 2.03744 0.42988 -5.11066 -0.0292 0.0075 0.0437
F 2.28966 2.57937 -5.17634 0.0466 -0.0431 0.0379
S 1.78139 1.61670 -2.79823 -0.3794 -0.2707 0.2541
O 2.00685 0.30108 -2.19602 0.1857 0.2789 -0.1444
O 0.43037 1.95011 -3.12398 0.0861 -0.0036 0.0017
N 2.58650 2.77021 -2.14528 0.1556 0.1191 0.3455
S 3.36061 2.69826 -0.75010 1.2147 -0.7606 -0.3390
O 3.10444 1.51388 0.11732 -0.1124 0.7722 -0.3496
O 3.83536 3.93933 -0.20599 -0.5597 -0.1656 -0.0068
C 4.99764 2.12556 -1.39794 0.1308 0.1306 0.0086
F 5.47395 3.01924 -2.28154 0.0628 0.0137 -0.0216
F 4.94329 0.94631 -2.00910 -0.0645 -0.1123 -0.0713
F 5.86621 2.03503 -0.39089 0.0700 0.0024 0.0065
S 2.76707 5.66741 5.22386 -0.0890 -0.0283 -0.0711
C 1.89419 5.18544 3.87009 0.1624 0.0344 0.1876
S 2.66438 4.51428 2.48167 0.2387 -0.0354 -0.0457
C 1.12155 4.27246 1.69335 -0.5269 -0.0615 -0.2661
N 0.11908 4.67826 2.42332 0.2950 -0.0034 0.0485
N 0.57011 5.19836 3.63375 -0.2374 0.0380 -0.0294
C -0.46571 5.62630 4.50758 0.1061 -0.0286 0.0029
C -1.70660 5.00248 4.41265 -0.0256 -0.0346 0.0170
C -2.74026 5.40023 5.24240 -0.0344 0.0108 0.0219
C -2.55438 6.42002 6.16714 0.0135 -0.0332 -0.0209
C -1.32007 7.04575 6.24193 0.0145 0.0033 -0.0012
C -0.27383 6.65859 5.41631 -0.0441 0.0866 0.0100
S 0.93386 3.61944 0.11961 -0.4539 0.2869 0.3869
H -1.84422 4.22050 3.68146 0.0096 -0.0005 -0.0009
H -3.69965 4.90441 5.16283 -0.0094 -0.0009 0.0098
H -3.36323 6.72267 6.82011 -0.0169 0.0090 -0.0003
H -1.15945 7.85002 6.94908 -0.0043 0.0111 0.0099
H 0.68417 7.14849 5.47454 0.0061 -0.0137 0.0088
```
Positions in Å, forces in eV/Å.

Its spin multiplicity is 2. Its net charge is -2. As for the maximum force: 0.0286 Eh/bohr. For the HOMO-LUMO gap (alpha / beta), the calculation gives 6.505 / 6.504 eV.

=====

- What is the formula in the third record?
  C30H51As3ClGeN3O8SeTl